Entry 1:
DFT (wB97M-V/def2-TZVPD) results for a molecular structure, C5H8NOS2 in a non-equilibrium geometry.

Structure (XYZ):
```
17
Properties=species:S:1:pos:R:3
C 1.04436 1.01127 0.16837
C 1.03238 -0.28859 0.91559
C -0.37292 1.52500 0.40655
C -0.35058 -0.93106 0.56029
C -1.20406 0.33131 0.12437
N -0.35424 -1.41747 -0.75404
O -0.14646 -2.09018 -2.90788
S -1.06356 -0.15593 -1.60969
S 0.16364 -2.65098 -1.67302
H 1.80342 1.85890 0.33787
H 1.02659 0.94280 -0.88630
H 1.84683 -1.00037 0.72025
H 0.96070 -0.11147 1.98215
H -0.67187 2.10557 1.24071
H -0.63742 2.26784 -0.42766
H -0.80786 -1.60763 1.29365
H -2.26895 0.21098 0.50878
```

Properties
Orbital gap (spin up / spin down) = 7.49 / 7.49 eV
Energy = -1121.321615 Eh
HOMO level (spin up / spin down) = -13.87 / -13.87 eV
Total charge = +1
Energy relative to the best compared isomer or geometry (same formula, charge and spin) = 59.6 kcal per mole
M = 162.3 g mol⁻¹

natural (NBO) population analysis, charges in e, atoms 1 to 6: C -0.43; C -0.40; C -0.44; C -0.08; C -0.34; N -0.68


Entry 2:
DFT (wB97M-V/def2-TZVPD) results for C5H8NP in the gas phase in a non-equilibrium geometry.

Structure (XYZ):
```
15
Properties=species:S:1:pos:R:3
C -2.61511 0.56400 -0.12532
C -1.83192 -0.86625 0.12078
P -0.30113 -1.06560 -0.84376
N 0.53521 -0.34698 0.24805
C 1.82979 0.08038 0.39434
C 2.81882 0.77026 -0.57211
C 3.22155 -0.35640 -0.09415
H -3.24572 0.76966 0.76560
H -1.81301 1.29787 -0.11881
H -3.19169 0.68837 -1.03823
H -2.46950 -1.66609 -0.10291
H -1.48067 -0.95567 1.09941
H 1.66091 0.66355 1.25749
H 3.14070 1.73580 -1.06733
H 3.74177 -1.31292 0.07698
```

Properties
Orbital gap = 8.37 eV
Energy = -591.247379 Eh
HOMO level = -8.31 eV
Total charge = 0
Energy relative to the best compared isomer or geometry (same formula, charge and spin) = 97.3 kcal per mole
M = 113.1 g mol⁻¹
SMILES = CC/P=N/C1C=C1

natural (NBO) population analysis, charges in e, atoms 1 to 6: C -0.61; C -0.74; P 0.97; N -0.86; C -0.12; C -0.17


Entry 3:
DFT (wB97M-V/def2-TZVPD) results for C5H8O in the gas phase in a non-equilibrium geometry.

Structure (XYZ):
```
14
Properties=species:S:1:pos:R:3
O -1.48094 1.47322 0.50376
C -1.10777 0.47656 -0.43182
C -0.13615 -0.40046 0.28723
C 0.81171 -1.30442 -0.50355
C 1.93351 -0.27246 -0.46623
C 1.24323 0.41879 0.62140
H -2.05109 2.10946 0.05883
H -0.59096 0.90549 -1.29978
H -1.97877 -0.10389 -0.76515
H -0.66440 -0.87928 1.13722
H 1.05536 -0.11768 1.53959
H 1.09681 -2.24112 -0.00781
H 0.47711 -1.54876 -1.51517
H 1.39234 1.48455 0.84148
```

Properties
Orbital gap = 8.41 eV
Energy = -270.355747 Eh
HOMO level = -8.21 eV
Total charge = 0
Energy relative to the best compared isomer or geometry (same formula, charge and spin) = 126.8 kcal per mole
M = 84.1 g mol⁻¹

natural (NBO) population analysis, charges in e, atoms 1 to 6: O -0.72; C -0.07; C -0.18; C -0.57; C 0.12; C -0.62


Entry 4:
DFT (wB97M-V/def2-TZVPD) results for a molecular structure, C5H8O.

Structure (XYZ):
```
14
Properties=species:S:1:pos:R:3
C -1.82163 -0.28756 -0.28065
C -1.23008 1.07844 -0.37086
C -0.45499 -0.02342 0.30336
C 0.61958 -0.69457 -0.48662
C 2.11902 -0.37551 0.37594
O 1.38800 -1.54945 0.36174
H -1.81825 -0.88777 -1.18546
H -2.63813 -0.47711 0.40771
H -1.63305 1.85187 0.27585
H -0.88438 1.42947 -1.34002
H -0.36498 0.01333 1.39086
H 1.60664 0.13400 -0.68720
H 3.13838 -0.49278 0.00531
H 1.97387 0.28106 1.23005
```

Properties
Orbital gap = 9.47 eV
Energy = -270.362456 Eh
HOMO level = -8.42 eV
Total charge = 0
Energy relative to the best compared isomer or geometry (same formula, charge and spin) = 122.6 kcal per mole
M = 84.1 g mol⁻¹

natural (NBO) population analysis, charges in e, atoms 1 to 6: C -0.39; C -0.41; C -0.35; C 0.07; C -0.17; O -0.51